The following is a DFT calculation (ωB97M-V/def2-TZVPD) of 10 unconnected molecules or ions with the total composition C48H113N3O10 at a distorted geometry.

```
174
Properties=species:S:1:pos:R:3
C 6.935 -1.069 3.796
C 6.583 -0.788 2.371
C 7.597 -1.631 1.475
C 7.264 -3.082 1.359
C 5.818 -3.248 0.886
C 4.727 -2.523 1.796
N 5.144 -1.117 2.075
O 4.202 -0.289 2.733
C 3.459 -2.563 1.019
C 4.547 -3.359 3.050
C 6.791 0.726 1.913
H 6.908 -2.109 4.121
H 6.311 -0.468 4.458
H 7.980 -0.826 3.991
H 7.637 -1.191 0.479
H 8.592 -1.570 1.915
H 7.494 -3.593 2.294
H 7.932 -3.523 0.620
H 5.573 -4.290 0.680
H 5.777 -2.833 -0.121
H 3.357 -2.101 0.037
H 3.219 -3.603 0.796
H 2.614 -2.196 1.602
H 4.256 -4.393 2.867
H 5.480 -3.571 3.573
H 3.995 -2.808 3.811
H 6.368 0.871 0.919
H 7.860 0.910 1.807
H 6.353 1.458 2.592
H 4.010 0.366 2.058
C 6.048 2.213 -2.066
C 4.861 2.261 -3.034
C 5.263 2.016 -4.512
C 5.692 0.597 -4.841
C 4.572 -0.414 -4.564
C 3.969 -0.230 -3.134
N 3.774 1.232 -2.797
O 3.108 1.401 -1.585
C 2.605 -0.995 -3.091
C 4.918 -0.807 -2.120
C 4.173 3.684 -3.017
H 5.791 1.943 -1.042
H 6.590 3.158 -2.036
H 6.861 1.551 -2.366
H 4.452 2.267 -5.195
H 6.170 2.532 -4.826
H 6.552 0.376 -4.209
H 6.200 0.581 -5.805
H 5.063 -1.369 -4.751
H 3.887 -0.195 -5.383
H 1.901 -0.390 -3.663
H 2.591 -2.005 -3.500
H 2.164 -0.984 -2.095
H 4.657 -1.844 -1.909
H 5.933 -0.615 -2.466
H 4.866 -0.366 -1.125
H 3.816 3.863 -2.003
H 3.440 3.869 -3.802
H 4.970 4.425 -3.079
H 2.280 1.844 -1.783
C -7.017 -3.150 -1.439
C -6.898 -1.909 -2.344
C -8.366 -1.325 -2.485
C -8.826 -0.562 -1.266
C -7.725 0.460 -0.797
C -6.273 -0.145 -0.528
N -5.949 -0.976 -1.692
O -4.642 -1.438 -1.608
C -5.360 1.090 -0.334
C -6.337 -0.925 0.873
C -6.392 -2.387 -3.738
H -7.815 -3.840 -1.713
H -7.281 -2.976 -0.396
H -6.125 -3.777 -1.446
H -8.228 -0.682 -3.354
H -9.081 -2.119 -2.699
H -9.277 -1.186 -0.495
H -9.652 0.017 -1.681
H -8.018 1.116 0.022
H -7.642 1.107 -1.670
H -5.691 1.857 0.367
H -4.350 0.887 0.023
H -5.226 1.571 -1.303
H -5.555 -1.661 1.061
H -6.369 -0.234 1.715
H -7.242 -1.526 0.967
H -6.602 -1.593 -4.455
H -6.806 -3.371 -3.957
H -5.335 -2.598 -3.898
H -4.205 -0.768 -2.138
C -0.091 -0.214 2.617
C 0.083 0.061 1.144
C -1.063 -0.449 0.379
O 0.167 1.512 1.058
H -0.024 -1.285 2.811
H -1.086 0.130 2.897
H 0.619 0.413 3.158
H 1.062 -0.199 0.741
H -0.865 -0.375 -0.690
H -2.048 -0.047 0.616
H -1.168 -1.517 0.573
H 0.298 1.725 0.132
C 2.667 3.868 1.063
C 2.717 5.417 1.073
C 3.646 6.100 0.061
O 1.454 5.965 0.712
H 3.692 3.524 1.193
H 2.377 3.442 0.103
H 2.048 3.516 1.888
H 3.030 5.789 2.048
H 3.603 7.190 0.064
H 3.408 5.852 -0.974
H 4.640 5.681 0.210
H 0.808 5.458 1.209
C -2.758 3.527 1.910
C -1.665 4.465 1.427
C -1.871 5.813 2.024
O -0.423 4.012 1.888
H -3.749 3.676 1.481
H -2.968 3.545 2.979
H -2.493 2.488 1.712
H -1.568 4.416 0.343
H -1.200 6.560 1.600
H -1.716 5.877 3.101
H -2.935 6.033 1.940
H -0.301 3.080 1.692
C 1.390 -4.611 -1.094
C 0.016 -4.069 -0.672
C -0.604 -3.170 -1.786
O -0.814 -5.171 -0.524
H 1.785 -5.442 -0.510
H 2.154 -3.835 -1.052
H 1.382 -4.954 -2.128
H 0.045 -3.770 0.376
H -0.586 -3.840 -2.646
H 0.062 -2.319 -1.928
H -1.613 -2.780 -1.651
H -1.733 -4.899 -0.461
C -3.871 -0.187 3.971
C -5.044 0.527 4.526
C -5.193 1.924 3.915
O -6.220 -0.143 4.114
H -3.937 -0.166 2.883
H -3.810 -1.225 4.299
H -2.916 0.284 4.205
H -4.971 0.549 5.613
H -5.948 2.474 4.477
H -5.553 1.892 2.887
H -4.384 2.628 4.112
H -7.020 0.256 4.463
C -1.809 2.776 -1.990
C -0.567 2.080 -2.501
C -0.303 2.518 -3.903
O 0.526 2.488 -1.687
H -2.660 2.804 -2.671
H -1.566 3.829 -1.846
H -2.085 2.381 -1.013
H -0.640 0.993 -2.459
H 0.611 1.969 -4.132
H -0.240 3.599 -4.025
H -1.042 1.958 -4.476
H 0.586 3.432 -1.850
C -2.849 -3.655 2.832
C -3.699 -4.634 1.965
C -5.201 -4.570 2.295
O -3.555 -4.006 0.668
H -2.818 -3.976 3.873
H -3.079 -2.606 2.650
H -1.823 -3.687 2.466
H -3.220 -5.606 1.851
H -5.663 -3.657 1.921
H -5.498 -4.736 3.331
H -5.711 -5.415 1.832
H -4.308 -3.426 0.535
```

Properties
⟨S²⟩: 0.75
E_LUMO (alpha / beta) (hartree): 0.0786 / 0.0777
Molecular weight (u): 892.4
2S+1: 2
Net charge: -1
Energy above the lowest of the compared OMol25 structures with the same formula, charge and spin (kcal/mol): 0.0
HOMO energy (alpha / beta) (eV): 0.557 / -5.780
Gap between HOMO and LUMO (alpha / beta) (eV): 1.58 / 7.89

Results of the Löwdin charge analysis, in e, for atoms 1 through 6: -0.0516 -0.4478 -0.1476 -0.2040 -0.1074 -0.4840